Record 1
Molecular formula: C6H12Si
Method: DFT, the ωB97M-V functional and the def2-TZVPD basis

Positions of all 19 atoms, in Å:
C: -1.685 1.217 -0.944
Si: -0.477 0.243 0.191
C: -0.413 0.665 2.090
C: -0.321 -1.572 -0.099
C: 0.948 -1.710 -0.857
C: 1.824 -0.682 -0.992
C: 1.281 0.600 -0.412
H: -1.213 1.566 -1.812
H: -2.608 0.578 -1.030
H: -2.015 2.137 -0.447
H: 0.622 0.459 2.457
H: -1.057 -0.083 2.650
H: -0.745 1.704 2.401
H: -1.180 -2.020 -0.675
H: -0.173 -1.979 0.922
H: 1.101 -2.740 -1.307
H: 2.826 -0.682 -1.378
H: 1.298 1.408 -1.136
H: 1.984 0.891 0.378

Forces on the atoms, in the same order (eV/Å):
C -1.3 -1.0 2.8
Si 0.9 1.9 0.4
C -1.0 -0.5 0.4
C -1.2 -0.3 -0.1
C 1.9 -1.3 -1.6
C -2.4 -0.6 0.7
C 0.9 0.4 0.3
H 0.4 -0.2 -1.6
H 0.9 0.8 -0.6
H 0.0 -0.1 0.2
H -0.7 0.4 -0.4
H 0.5 0.9 -0.5
H 0.5 -1.2 -0.5
H 0.8 0.1 1.0
H -0.5 -0.5 -0.6
H 0.3 1.3 0.6
H 0.1 -0.5 -0.5
H 0.1 0.2 -0.3
H -0.3 0.3 0.1

Values from the calculation:
* LUMO energy: 1.0 eV
* HOMO-LUMO gap: 0.3609 Ha
* HOMO: -8.85 eV
* E_tot: -525.28686 Eh
* ΔE to the lowest compared entry with this formula, charge and spin: 8.8 kcal/mol
* structure (SMILES): C[Si]1(C)CC=CC1
* max |F|: 3.26 eV Å⁻¹

***

Record 2
Molecular formula: C13H10IrN2O4S
Method: DFT, the ωB97M-V functional and the def2-TZVPD basis

Positions of all 31 atoms, in Å:
Ir: 0.813 -1.048 -1.200
C: -0.434 -2.100 -0.049
O: -1.207 -2.700 0.557
C: 0.512 -2.268 -2.647
O: 0.228 -3.027 -3.479
C: 2.372 -2.129 -0.484
O: 3.153 -2.880 -0.122
C: -0.578 0.251 -1.868
O: -1.477 0.911 -2.179
C: 2.374 0.583 -1.725
H: 1.897 1.576 -1.701
H: 3.289 0.477 -1.119
C: 2.160 -0.278 -2.825
H: 2.910 -1.049 -3.069
H: 1.530 0.062 -3.663
N: 2.451 0.616 1.346
C: 1.116 0.832 1.414
N: 0.207 0.290 0.616
C: -1.119 0.562 1.009
C: -2.369 0.085 0.515
C: -3.559 0.463 1.146
C: -3.545 1.295 2.272
C: -2.319 1.760 2.775
C: -1.124 1.402 2.150
S: 0.510 1.852 2.683
H: 3.023 1.108 2.023
H: 2.883 -0.135 0.808
H: -2.451 -0.579 -0.352
H: -4.508 0.095 0.754
H: -4.482 1.578 2.763
H: -2.257 2.397 3.651

Forces on the atoms, in the same order (eV/Å):
Ir -1.1 -1.8 -0.2
C -2.2 -2.5 2.3
O 2.2 1.6 -1.9
C -1.7 -4.4 -4.7
O 1.4 3.2 3.4
C 2.3 -1.1 0.9
O -1.7 1.1 -0.7
C -1.9 2.9 -2.2
O 2.1 -2.1 1.2
C 0.6 0.2 -0.9
H 0.2 -0.6 0.0
H -0.5 0.0 -0.5
C 1.0 1.2 -0.1
H -0.4 0.4 0.1
H 0.3 -0.2 0.5
N -1.9 0.4 0.4
C 2.2 -0.1 0.2
N -3.4 0.5 1.0
C 4.0 -0.1 0.0
C 0.0 -0.7 -1.3
C -0.6 0.6 1.0
C -1.2 -0.7 -0.8
C 0.6 0.9 1.1
C 1.8 0.7 0.9
S -2.6 0.1 0.0
H 0.4 -0.1 0.0
H -0.2 0.2 0.1
H 0.1 0.4 0.4
H 0.2 0.1 0.1
H 0.4 -0.1 -0.2
H -0.3 0.0 0.0

Values from the calculation:
* LUMO energy (spin up / spin down): -11.9 / -15.2 eV
* HOMO-LUMO gap (spin up / spin down): 0.1275 / 0.2413 Ha
* multiplicity: 5
* HOMO (spin up / spin down): -15.34 / -21.75 eV
* E_tot: -1413.05239 Eh
* ΔE to the lowest compared entry with this formula, charge and spin: 34.8 kcal/mol
* net charge: +3
* max |F|: 6.66 eV Å⁻¹

***

Record 3
Molecular formula: C18H41BClN3O6P2S
Method: DFT, the ωB97M-V functional and the def2-TZVPD basis

Positions of all 73 atoms, in Å:
C: 4.342 1.854 0.091
C: 3.183 1.886 -0.905
C: 3.553 2.826 -2.071
C: 2.810 0.483 -1.437
C: 2.565 -0.558 -0.330
C: 1.595 0.495 -2.388
O: 0.662 1.479 -1.953
C: -0.641 1.406 -2.479
C: -0.775 1.599 -4.018
C: 0.151 2.419 -4.851
O: 1.260 2.772 -4.581
O: -0.407 2.710 -6.060
O: -1.250 0.168 -2.212
B: -2.721 0.470 -2.231
N: -3.443 0.146 -3.481
Cl: -3.480 -0.526 -0.698
O: -2.817 1.906 -1.909
C: -1.518 2.351 -1.603
P: -1.118 1.878 0.187
S: -2.262 2.558 1.619
P: -1.488 4.242 -1.761
N: -0.151 4.472 -0.708
O: -0.798 4.506 -3.241
H: 4.557 2.870 0.436
H: 4.157 1.247 0.978
H: 5.252 1.479 -0.392
H: 2.303 2.300 -0.401
H: 4.536 3.278 -1.911
H: 2.829 3.633 -2.201
H: 3.578 2.309 -3.032
H: 3.660 0.162 -2.055
H: 2.970 -1.538 -0.600
H: 3.006 -0.281 0.628
H: 1.488 -0.674 -0.177
H: 1.095 -0.479 -2.345
H: 1.882 0.674 -3.428
H: -0.781 0.589 -4.448
H: -1.780 1.975 -4.201
H: -0.340 3.667 -6.212
H: -4.243 0.747 -3.637
H: -3.757 -0.815 -3.539
H: 0.239 2.130 0.367
H: -1.136 0.487 0.095
H: 0.070 5.461 -0.633
H: 0.693 3.978 -0.989
H: 0.127 4.211 -3.295
C: -0.690 -2.516 0.757
C: -1.717 -1.911 1.705
C: -1.258 -1.481 3.080
N: -0.992 -2.555 4.130
C: -0.796 -1.847 5.427
C: -2.139 -3.531 4.238
C: -1.768 -4.703 3.349
C: -0.245 -4.812 3.504
C: 0.236 -3.388 3.797
H: -0.341 -3.509 1.052
H: -1.143 -2.603 -0.230
H: 0.179 -1.866 0.658
H: -2.609 -2.538 1.759
H: -2.077 -0.988 1.253
H: -2.018 -0.837 3.524
H: -0.330 -0.910 3.020
H: -1.708 -1.312 5.680
H: 0.025 -1.143 5.324
H: -0.567 -2.579 6.199
H: -2.195 -3.835 5.283
H: -3.058 -3.019 3.964
H: -2.039 -4.510 2.315
H: -2.284 -5.608 3.663
H: 0.226 -5.213 2.609
H: 0.016 -5.471 4.332
H: 0.740 -2.916 2.958
H: 0.896 -3.349 4.660

Forces on the atoms, in the same order (eV/Å):
C 0.2 0.1 0.0
C -0.1 0.0 -0.2
C -0.1 0.1 -0.1
C 0.0 0.0 -0.1
C -0.1 0.1 0.1
C -0.1 -0.2 -0.1
O 0.1 0.0 -0.1
C 0.3 -0.1 0.0
C -0.1 -0.2 0.1
C -0.4 -0.2 0.1
O 0.7 0.5 0.4
O -0.6 0.3 0.0
O -0.3 0.2 -0.2
B 0.1 0.2 0.1
N -0.1 -0.2 0.0
Cl -0.1 -0.3 0.0
O 0.3 0.0 0.0
C -0.1 0.1 -0.1
P -0.3 0.1 0.1
S 0.0 -0.1 0.0
P 0.3 -0.4 0.2
N 0.1 0.3 -0.4
O 0.1 -0.1 -0.2
H 0.0 -0.1 0.0
H 0.0 0.1 -0.1
H -0.1 0.0 0.0
H 0.1 -0.1 0.1
H -0.1 0.0 0.0
H 0.0 0.0 0.0
H 0.0 0.0 0.1
H 0.0 -0.1 0.2
H -0.1 0.1 -0.1
H 0.0 0.0 -0.1
H 0.1 0.1 0.0
H 0.1 0.0 -0.1
H 0.0 0.2 0.1
H 0.0 0.1 0.0
H 0.0 -0.1 0.0
H 0.4 -0.3 -0.1
H 0.0 0.0 0.1
H 0.0 0.1 0.0
H 0.1 0.1 0.0
H 0.1 -0.1 0.0
H -0.1 -0.1 0.2
H 0.0 -0.1 0.1
H -0.2 0.0 0.0
C 0.0 0.0 0.1
C 0.1 -0.1 0.1
C 0.0 0.1 0.0
N 0.1 0.0 0.0
C 0.0 0.0 0.0
C 0.0 0.0 0.0
C 0.1 0.0 0.0
C -0.1 0.0 0.0
C 0.0 0.0 0.0
H 0.0 0.0 0.0
H 0.0 0.1 0.0
H 0.0 0.0 0.0
H -0.1 0.1 0.0
H -0.1 0.1 0.0
H 0.0 0.0 0.0
H 0.0 0.0 0.0
H 0.0 0.0 0.0
H 0.0 0.0 0.0
H 0.0 0.0 0.0
H 0.0 0.0 0.0
H 0.0 0.0 0.0
H 0.0 0.0 0.0
H 0.0 0.0 0.0
H 0.0 0.0 0.0
H 0.0 0.0 0.0
H 0.0 0.0 0.0
H 0.0 0.0 0.0

Values from the calculation:
* LUMO energy: -0.4 eV
* HOMO-LUMO gap: 0.2535 Ha
* HOMO: -7.34 eV
* E_tot: -2892.23768 Eh
* max |F|: 0.99 eV Å⁻¹

***

Record 4
Molecular formula: H2IO
Method: DFT, the ωB97M-V functional and the def2-TZVPD basis

Positions of all 4 atoms, in Å:
O: -0.035 0.980 0.111
H: -0.204 0.014 0.184
H: 0.944 1.057 0.045
I: -0.706 -2.051 -0.340

Forces on the atoms, in the same order (eV/Å):
O 1.3 1.0 0.2
H 0.0 0.2 -0.2
H -1.1 -0.2 0.1
I -0.2 -1.0 -0.1

Values from the calculation:
* LUMO energy: 3.9 eV
* HOMO-LUMO gap: 0.2770 Ha
* HOMO: -3.59 eV
* E_tot: -374.22407 Eh
* ΔE to the lowest compared entry with this formula, charge and spin: 5.5 kcal/mol
* net charge: -1
* max |F|: 1.61 eV Å⁻¹

***

Record 5
Molecular formula: C2H4OS2
Method: DFT, the ωB97M-V functional and the def2-TZVPD basis

Positions of all 9 atoms, in Å:
C: 1.362 0.229 -0.360
C: 0.228 0.241 0.351
S: -0.625 -1.231 0.867
O: -2.065 -0.597 1.167
S: -3.092 -0.083 -0.045
H: 1.832 1.101 -0.488
H: 1.699 -0.610 -0.965
H: 0.041 1.177 0.852
H: -4.258 -0.757 0.272

Forces on the atoms, in the same order (eV/Å):
C -2.6 -3.2 -0.2
C 1.4 -0.8 0.2
S 1.5 0.3 -1.0
O -1.8 0.5 1.1
S -0.6 -0.1 -0.5
H 2.0 3.2 -0.4
H 0.0 -0.1 0.4
H -0.7 0.0 0.3
H 1.0 0.1 0.1

Values from the calculation:
* LUMO energy: 0.2 eV
* HOMO-LUMO gap: 0.3269 Ha
* HOMO: -8.68 eV
* E_tot: -950.11825 Eh
* ΔE to the lowest compared entry with this formula, charge and spin: 56.8 kcal/mol
* structure (SMILES): C=CSOS
* max |F|: 4.13 eV Å⁻¹

***

Record 6
Molecular formula: C3H8N3O3
Method: DFT, the ωB97M-V functional and the def2-TZVPD basis

Positions of all 17 atoms, in Å:
C: -1.735 1.963 -0.695
C: -0.069 -0.614 0.003
C: 2.841 -0.811 1.989
N: 0.781 -0.413 0.899
N: -2.365 1.769 -1.749
N: -0.470 -1.822 -0.385
O: -2.913 2.819 -2.265
O: -2.333 0.608 -2.440
O: 1.639 -1.404 1.460
H: -1.653 2.800 -0.140
H: 2.697 0.224 2.159
H: 3.593 -0.943 1.204
H: 3.101 -1.275 2.943
H: 1.132 0.545 1.134
H: -0.210 -2.590 0.176
H: -1.177 -1.816 -1.069
H: -2.858 0.959 -3.224

Forces on the atoms, in the same order (eV/Å):
C 0.8 -3.6 -0.4
C -1.5 -2.2 -1.1
C 0.5 -0.7 -0.9
N 3.3 2.5 2.2
N 0.1 2.4 -0.3
N 0.5 3.2 0.1
O 0.0 -1.7 -0.2
O -1.3 0.8 -1.3
O -1.5 -0.1 -0.3
H 0.2 2.5 1.9
H -0.2 1.2 0.3
H 0.2 0.0 0.5
H -0.2 -0.2 -0.4
H -0.8 -1.0 -0.2
H 0.0 -1.3 0.5
H -0.8 -0.7 -0.9
H 0.6 -1.1 0.4

Values from the calculation:
* LUMO energy (spin up / spin down): -7.3 / -5.5 eV
* HOMO-LUMO gap (spin up / spin down): 0.2278 / 0.2841 Ha
* HOMO (spin up / spin down): -13.47 / -13.18 eV
* E_tot: -508.45703 Eh
* ΔE to the lowest compared entry with this formula, charge and spin: 225.5 kcal/mol
* net charge: +1
* max |F|: 4.70 eV Å⁻¹

***

Record 7
Molecular formula: C17H24N2O4S
Method: DFT, the ωB97M-V functional and the def2-TZVPD basis

Positions of all 48 atoms, in Å:
C: -4.325 -3.446 -0.523
C: -4.174 -2.166 -0.804
C: -5.281 -1.154 -0.756
N: -4.894 -0.014 0.049
C: -4.656 1.202 -0.471
O: -4.914 1.527 -1.610
C: -4.032 2.184 0.533
O: -3.232 1.554 1.511
C: -2.134 0.857 1.105
C: -1.699 0.756 -0.214
C: -0.588 -0.017 -0.508
C: 0.084 -0.676 0.499
S: 1.479 -1.722 0.121
O: 1.196 -3.044 0.602
O: 1.815 -1.565 -1.267
N: 2.650 -1.123 1.152
C: 3.566 -0.080 0.714
C: 4.603 -0.586 -0.292
C: 5.544 0.545 -0.697
C: 4.754 1.710 -1.287
C: 3.719 2.211 -0.285
C: 2.775 1.078 0.112
C: -0.333 -0.575 1.814
C: -1.437 0.192 2.119
H: -3.502 -4.137 -0.573
H: -5.282 -3.857 -0.245
H: -3.205 -1.770 -1.080
H: -5.484 -0.763 -1.759
H: -6.195 -1.599 -0.353
H: -4.617 -0.198 1.002
H: -3.472 2.946 -0.022
H: -4.832 2.679 1.090
H: -2.219 1.257 -1.015
H: -0.238 -0.121 -1.523
H: 3.114 -1.899 1.599
H: 4.082 0.275 1.617
H: 4.075 -0.968 -1.167
H: 5.171 -1.408 0.150
H: 6.267 0.177 -1.427
H: 6.098 0.889 0.180
H: 4.245 1.376 -2.193
H: 5.433 2.521 -1.559
H: 4.227 2.591 0.605
H: 3.144 3.030 -0.719
H: 2.250 0.715 -0.772
H: 2.034 1.429 0.834
H: 0.211 -1.107 2.577
H: -1.790 0.290 3.134

Forces on the atoms, in the same order (eV/Å):
C 0.0 -0.1 0.0
C -0.1 0.2 0.0
C -0.1 -0.1 -0.2
N -0.1 -0.3 0.3
C 0.1 0.2 0.5
O 0.0 0.2 -0.3
C -0.1 0.2 -0.3
O 0.1 -0.1 0.2
C 0.3 -0.2 0.0
C -0.2 0.2 0.1
C 0.2 -0.1 0.0
C 0.4 -0.3 -0.3
S 0.0 0.0 0.4
O 0.0 0.0 0.3
O -0.1 0.3 0.1
N -0.6 -0.5 -0.3
C 0.1 0.3 -0.5
C 0.2 0.1 0.2
C -0.1 -0.1 -0.2
C 0.2 0.1 0.3
C -0.1 -0.1 -0.2
C 0.3 0.3 0.3
C -0.2 0.1 0.1
C -0.1 0.1 -0.1
H 0.2 -0.1 0.0
H -0.2 0.0 0.1
H 0.2 0.0 0.0
H -0.1 -0.1 0.2
H 0.0 0.0 -0.1
H 0.1 0.1 -0.1
H -0.1 -0.2 0.0
H 0.1 0.0 -0.1
H 0.0 0.1 -0.1
H 0.0 0.0 -0.1
H -0.1 -0.3 0.0
H -0.1 0.0 -0.1
H 0.1 0.0 0.0
H 0.0 -0.1 0.0
H 0.1 0.0 0.1
H 0.1 0.0 0.0
H 0.0 0.0 -0.1
H 0.0 0.0 -0.1
H 0.0 0.1 0.0
H 0.0 0.1 0.1
H 0.0 0.1 -0.1
H 0.0 0.0 0.0
H 0.0 0.0 0.2
H 0.0 0.0 0.1

Values from the calculation:
* LUMO energy: 0.6 eV
* HOMO-LUMO gap: 0.3589 Ha
* HOMO: -9.14 eV
* E_tot: -1470.84150 Eh
* ΔE to the lowest compared entry with this formula, charge and spin: 43.1 kcal/mol
* structure (SMILES): C=CCNC(=O)COc1ccc(S(=O)(=O)NC2CCCCC2)cc1
* max |F|: 0.85 eV Å⁻¹